# 1
39
Properties=species:S:1:pos:R:3:forces:R:3 method="wB97M-V/def2-TZVPD" charge=+2 gap_ev=6.16 molar_mass_g_mol=475.36 largest_force_ev_per_a=4.1 e_lumo_ev=-9.735
Mo -0.119295 -0.874938 1.410526 -2.817 -1.852 -2.396
C -5.859578 -0.167956 6.778608 -0.107 0.053 0.031
C -4.557007 -0.077638 6.058594 0.156 0.004 -0.050
C -3.353347 0.065060 6.756866 -0.014 -0.013 0.038
C -2.144423 0.154893 6.097836 0.190 0.072 0.087
C -2.161928 0.082201 4.707741 0.481 0.152 -0.594
C -3.341508 -0.052905 3.966872 -0.061 -0.054 0.019
C -4.530117 -0.121638 4.654297 0.026 -0.007 -0.017
S -0.674894 0.125344 3.834699 -0.517 0.088 0.020
O -0.404400 -1.314762 3.248488 0.045 0.206 1.289
O 0.456862 0.680238 4.470204 -0.071 0.049 0.484
N -0.834056 0.678853 2.277878 -0.490 1.675 1.430
C -0.488331 2.024626 1.825441 0.095 0.050 -0.094
C 0.277512 1.807504 0.504662 -0.300 1.183 0.743
O 0.738462 2.620438 -0.195865 -0.001 -0.345 -0.132
O 0.345031 0.425617 0.266420 0.662 0.628 -0.793
H -5.728257 -0.209302 7.856660 0.007 -0.005 -0.004
H -6.418212 -1.047640 6.456407 0.021 -0.012 0.002
H -6.475591 0.702154 6.539522 0.007 -0.004 0.017
H -3.361826 0.110655 7.837673 -0.031 0.001 -0.002
H -1.214220 0.280700 6.637368 -0.026 -0.014 0.018
H -3.309206 -0.089001 2.885420 -0.123 0.005 0.003
H -5.461684 -0.205962 4.109787 0.010 -0.021 -0.010
H 0.152838 2.530871 2.551636 0.033 0.037 -0.072
H -1.356826 2.655532 1.633227 -0.066 -0.100 0.007
O 2.223063 -3.914200 0.349223 -0.287 0.453 0.255
C 1.134808 -3.468324 0.357876 0.206 -1.548 -0.897
O 0.850771 -2.213499 0.922661 2.064 -1.387 -0.100
C -0.104804 -4.062694 -0.212045 0.039 0.014 0.112
C 0.067295 -5.330943 -0.767849 0.007 0.206 0.067
C -1.005409 -6.018286 -1.312851 -0.069 -0.026 -0.037
C -2.264277 -5.441599 -1.321006 0.064 -0.126 -0.023
C -2.457011 -4.177265 -0.782743 -0.069 0.255 0.064
C -1.386618 -3.488280 -0.227489 0.219 0.078 0.096
S -1.887603 -1.867613 0.374207 0.747 0.351 0.445
H 1.058576 -5.762400 -0.761287 0.008 -0.021 0.018
H -0.847922 -7.004016 -1.728103 -0.029 0.004 -0.016
H -3.106719 -5.969191 -1.746929 0.000 0.007 -0.006
H -3.439351 -3.721333 -0.805030 -0.008 -0.039 -0.003


# 2
16
Properties=species:S:1:pos:R:3:forces:R:3 method="wB97M-V/def2-TZVPD" charge=-1 gap_ev=6.29 molar_mass_g_mol=88.13 smiles=CNCCC[O-] e_above_lowest_kj_mol=82.4 largest_force_ev_per_a=1.5 e_lumo_ev=4.121
C 2.170105 0.121115 0.695440 -0.201 0.225 -0.261
N 1.692611 0.371515 -0.677550 -0.072 0.260 0.772
C 0.569205 -0.474118 -1.084018 0.148 -1.469 0.086
C -0.890949 -0.144516 -0.743038 0.605 0.400 -0.474
C -1.319542 -0.105700 0.745152 0.745 1.039 0.285
O -2.564677 0.297317 0.932180 -0.547 -0.181 0.004
H 2.858411 0.925776 0.939779 0.473 -0.074 0.023
H 2.664862 -0.850487 0.780365 0.034 0.116 -0.117
H 1.388081 0.190428 1.450897 -0.261 -0.276 0.026
H 1.390732 1.340204 -0.646724 -0.186 -0.024 -0.352
H 0.764000 -1.484941 -0.675867 0.104 0.285 0.234
H 0.678340 -0.689411 -2.154010 -0.189 0.458 -0.176
H -1.163658 0.807867 -1.223913 -0.050 -0.001 0.257
H -1.462956 -0.907251 -1.274877 -0.325 -0.104 0.065
H -1.055844 -1.113514 1.177410 0.065 -0.098 -0.031
H -0.555527 0.614766 1.260511 -0.342 -0.557 -0.343


# 3
43
Properties=species:S:1:pos:R:3:forces:R:3 method="wB97M-V/def2-TZVPD" charge=+1 gap_ev=8.31 molar_mass_g_mol=278.31 e_above_lowest_kj_mol=0.0 largest_force_ev_per_a=1.7 e_lumo_ev=-3.059
C -2.846860 2.779378 -0.027153 0.124 0.873 0.652
C -1.819446 2.216528 -0.259072 1.127 -1.106 -0.537
P -0.264807 1.399818 -0.407826 -0.408 0.705 0.958
C 0.976939 2.591690 0.233500 -0.042 -0.418 -1.033
C 2.411031 2.224061 -0.259710 -0.516 0.795 0.538
O 2.344021 1.917279 -1.633586 -0.036 -0.344 0.003
C 3.349894 3.418360 0.062575 0.171 -0.456 0.888
N 4.458464 2.989426 0.929559 0.041 0.415 -0.274
H -3.540087 3.486331 0.367332 -0.571 -0.205 -0.300
H -0.012088 1.052555 -1.741092 -0.089 -0.012 0.238
H -0.348618 0.283483 0.475545 -0.019 -0.204 -0.485
H 0.882093 2.612154 1.320933 -0.012 0.096 -0.073
H 0.706814 3.555075 -0.211194 -0.125 -0.012 0.253
H 2.727319 1.352247 0.315791 0.338 -0.055 -0.379
H 2.577423 2.696085 -2.145487 0.096 0.036 -0.108
H 2.761290 4.193359 0.569759 0.042 0.066 -0.294
H 3.779325 3.850303 -0.844831 -0.280 -0.131 -0.103
H 4.310372 3.302702 1.880621 -0.060 -0.118 0.043
H 5.299439 3.466731 0.628858 0.137 -0.210 0.055
C -2.108611 -0.233280 3.038064 0.106 0.038 -0.127
C -1.352796 -1.424618 2.503205 0.070 -0.269 0.041
O -0.924772 -1.469318 1.344946 0.073 0.488 -0.083
N -1.152916 -2.460996 3.333911 -0.109 0.315 -0.108
C -1.577277 -2.597054 4.718783 0.199 -0.338 -0.171
H -2.194352 0.519189 2.257203 -0.012 -0.071 -0.037
H -3.112125 -0.528659 3.343059 0.019 0.070 0.109
H -1.577657 0.202723 3.884999 -0.132 -0.024 0.085
H -0.642413 -3.223166 2.913054 -0.010 -0.038 0.052
H -0.698422 -2.743516 5.346557 -0.092 0.028 0.115
H -2.224918 -3.469028 4.807812 -0.039 0.058 0.138
H -2.115096 -1.720119 5.060957 0.009 0.021 -0.063
C 0.111831 -2.250808 -4.775876 0.006 0.016 -0.004
C -0.564761 -3.424720 -4.108085 -0.051 -0.218 -0.037
O -0.579979 -4.533100 -4.605084 0.032 0.033 -0.025
N -1.171238 -3.200141 -2.904725 0.190 0.234 -0.265
C -1.255140 -1.958901 -2.164490 -0.161 -0.520 0.245
H 0.545196 -2.579853 -5.715374 -0.046 -0.098 0.038
H -0.614149 -1.463024 -4.984505 0.080 0.079 0.048
H 0.910661 -1.862112 -4.141499 -0.044 0.111 -0.022
H -1.603351 -4.021736 -2.512528 -0.008 0.017 0.026
H -0.789346 -2.099530 -1.185796 -0.066 0.238 0.063
H -2.307109 -1.697966 -2.023004 0.063 0.211 0.081
H -0.753779 -1.147830 -2.686105 0.003 -0.096 -0.141